1.
Molecular formula: C7H10O3
Method: DFT, ωB97M-V/def2-TZVPD

The geometry in XYZ format:
```
20
Properties=species:S:1:pos:R:3:forces:R:3
C -1.2690 -1.7408 1.0957 -1.10 -0.33 -0.11
C -0.3274 -0.8212 1.2986 -0.69 -2.05 -1.27
C -2.3574 -2.4899 0.8567 2.26 1.46 0.14
C 1.3096 -0.0174 -1.7578 1.68 -1.86 -1.52
C 0.6383 0.4780 -0.5268 0.26 0.57 0.42
C 1.7131 1.5024 -0.0449 -1.55 0.34 -0.88
C -0.7221 1.0741 -0.7723 -2.95 0.03 0.13
O -0.1704 -0.1719 2.4538 -1.42 -0.07 0.76
O 0.6985 -0.6530 0.3901 -0.70 0.37 -0.04
O 1.2391 0.4337 -2.8819 -0.12 -0.48 1.52
H -2.3817 -3.5627 0.8607 0.27 -0.37 0.40
H -3.2627 -2.0299 0.5288 -0.52 0.42 -0.24
H 2.0902 -0.8991 -1.4596 -1.48 1.60 -0.78
H 2.6927 1.0278 -0.2312 -0.21 0.75 0.30
H 1.4673 1.5493 1.0201 0.60 0.78 -0.13
H 1.4956 2.4691 -0.6443 0.88 -1.45 1.28
H -1.5367 0.2845 -0.8668 1.26 0.49 0.08
H -0.7693 1.5700 -1.7686 0.41 -0.06 0.82
H -1.2127 1.7544 0.0263 1.50 -0.84 -1.08
H 0.6651 0.2426 2.4235 1.62 0.69 0.18
```
Forces are in eV/Å.

Values from the calculation:
Energy above the lowest of the compared OMol25 structures with the same formula, charge and spin ... 75.9 kcal per mole
SMILES ... C=C=C(O)OC(C)(C)C=O
2S+1 ... 1


2.
Molecular formula: C8H16Cl4FO3P
Method: DFT, ωB97M-V/def2-TZVPD

The geometry in XYZ format:
```
33
Properties=species:S:1:pos:R:3:forces:R:3
O -0.6214 -0.8215 2.1370 0.80 -0.39 -0.45
P -1.1689 -2.1746 1.8611 0.99 1.30 -0.80
C -0.7520 -2.5577 0.1294 -0.53 -1.08 0.25
O -1.4606 -1.5984 -0.6337 0.07 0.12 -0.13
C -0.7602 -1.1155 -1.7259 -0.06 -0.02 -0.48
O -0.8149 -1.6619 -2.7883 0.04 0.07 0.44
C 0.0141 0.1538 -1.4608 0.21 -0.31 -0.28
C 1.4224 0.0703 -2.0521 -0.36 -0.44 0.73
F 1.4426 0.5967 -3.3237 0.18 0.18 -0.33
H -0.5999 -3.1846 2.6546 -0.35 -0.31 -0.05
H -2.5668 -2.2347 1.9223 -0.04 -0.47 0.08
H 0.3327 -2.5218 0.0178 0.06 0.26 -0.01
H -1.0715 -3.5698 -0.1411 0.02 -0.02 -0.14
H -0.5023 0.9387 -2.0136 -0.12 0.22 0.27
H 0.0502 0.3647 -0.3956 -0.15 0.12 0.05
H 2.1291 0.5994 -1.4184 0.07 0.22 -0.14
H 1.7254 -0.9744 -2.0995 0.22 -0.04 -0.22
Cl -2.1647 -0.2693 3.8296 -1.19 0.67 1.23
C -3.5431 0.1100 4.9161 0.22 -0.09 0.04
C -4.8656 0.0091 4.2025 -0.11 -0.01 0.03
Cl -5.0694 1.2859 2.9707 0.01 -0.03 -0.01
H -3.3858 1.1074 5.3193 -0.01 0.03 -0.04
H -3.5255 -0.6037 5.7393 -0.01 -0.02 -0.01
H -5.6850 0.1222 4.9101 0.02 0.03 0.02
H -4.9722 -0.9498 3.7007 0.03 0.01 -0.04
Cl 6.1685 1.7691 -4.4947 -0.01 -0.01 0.00
C 4.4954 2.1664 -4.0203 -0.04 -0.01 -0.05
C 4.4181 2.7064 -2.6166 -0.09 0.07 0.02
Cl 4.7933 1.4603 -1.3934 0.06 0.02 0.01
H 3.8918 1.2700 -4.1320 0.02 -0.02 0.02
H 4.1350 2.9203 -4.7177 0.02 0.02 0.01
H 3.4053 3.0532 -2.4178 -0.02 -0.05 -0.01
H 5.1061 3.5335 -2.4650 0.06 -0.04 0.00
```
Forces are in eV/Å.

Values from the calculation:
SMILES ... O=[PH2]COC(=O)CCF.ClCCCl.ClCCCl
2S+1 ... 1


3.
Molecular formula: C9H14O
Method: DFT, ωB97M-V/def2-TZVPD

The geometry in XYZ format:
```
24
Properties=species:S:1:pos:R:3:forces:R:3
C -2.3121 0.5331 1.0811 0.31 -1.08 1.21
C -2.5564 -0.2706 -0.1803 -0.33 -2.36 -0.09
O -1.6444 1.7039 0.6572 0.36 1.26 0.23
H -3.2953 0.7870 1.5509 0.82 0.20 -0.27
H -1.7464 -0.0604 1.8871 -0.50 0.83 -1.20
H -3.0467 -1.3725 0.0063 1.84 2.32 -0.27
H -0.6872 1.8324 0.8302 -1.02 -0.95 0.16
H -1.5732 -0.2055 -0.7692 -2.02 -0.72 0.76
H -3.3757 0.1740 -0.7301 0.12 0.54 -0.40
C 1.9759 -1.1633 1.5017 -0.75 2.98 3.52
C 1.7046 -0.4456 0.2263 0.60 -1.20 1.61
C 0.8429 -1.2219 -0.5755 0.14 -2.45 2.33
C 2.1283 0.8399 0.0219 -3.26 0.32 -4.94
C 0.3301 -0.6867 -1.6554 0.71 0.54 -2.29
C 1.4170 1.4662 -1.2298 2.59 -2.91 3.83
C 0.6495 0.6158 -1.9974 -0.20 3.26 -0.32
H 0.9155 -1.4836 1.8002 1.80 0.21 0.35
H 2.4070 -0.3458 2.3229 -1.25 -2.22 -1.85
H 0.5071 -2.3335 -0.2734 1.15 2.71 -0.52
H 2.9294 1.3208 0.5354 0.03 0.34 0.58
H -0.0764 -1.3332 -2.3681 -1.40 -0.56 -0.99
H 1.6890 2.4876 -1.3688 -0.36 0.52 -0.80
H 0.1714 1.1407 -2.8241 -0.02 -0.61 -0.22
H 2.6462 -1.9789 1.5510 0.63 -0.99 -0.44
```
Forces are in eV/Å.

Values from the calculation:
Energy above the lowest of the compared OMol25 structures with the same formula, charge and spin ... 68.6 kcal per mole
SMILES ... Cc1ccccc1.CCO
2S+1 ... 1


4.
Molecular formula: C8H15B3IMgNO5
Method: DFT, ωB97M-V/def2-TZVPD

The geometry in XYZ format:
```
34
Properties=species:S:1:pos:R:3:forces:R:3
C -4.4020 -2.4022 -1.9280 0.63 -0.01 -1.24
C -2.9661 -2.6630 -1.2266 -2.16 -1.43 1.54
O -3.0040 -3.1719 -0.0783 1.28 2.17 -3.36
N -1.7447 -2.3431 -1.9665 -1.66 0.90 1.27
C -0.9684 -1.2331 -1.3093 0.20 -0.07 -0.60
C 0.6075 -1.5675 -1.4340 -0.62 -0.87 0.31
C 1.1919 -1.9213 0.0189 0.82 -0.88 -0.75
C 2.2529 -0.8678 0.6043 -0.75 0.44 1.46
B 1.8258 0.6802 0.4475 2.09 0.03 -2.70
O 2.3880 1.4270 -0.6590 -3.31 -0.17 2.27
B 1.4474 2.4112 -1.1633 0.48 0.71 0.25
O 0.8685 3.3865 -0.2571 1.91 -4.23 1.85
B 1.1419 2.8460 1.0609 -0.62 2.85 -1.38
C 1.6120 3.8905 2.2008 0.01 0.33 0.84
C 0.8620 3.4823 3.5498 -3.70 2.87 -1.94
O -0.3322 3.7979 3.6671 4.73 -2.00 0.29
I 2.0209 2.3652 5.0286 -0.80 -0.79 -0.58
O 0.9556 1.4142 1.3482 0.37 -0.27 -0.05
H -5.0333 -3.3503 -1.9638 1.03 1.20 0.37
H -4.9980 -1.5897 -1.3960 1.03 -1.13 -0.44
H -4.2770 -2.0659 -3.0256 -0.13 -0.45 1.70
H -1.9761 -2.1021 -2.9429 0.10 -0.13 0.82
H -1.3229 -1.1973 -0.2255 0.64 -0.09 -1.28
H -1.2741 -0.2450 -1.7967 0.66 -1.15 0.61
H 1.2045 -0.7951 -2.0204 -0.72 -0.78 1.04
H 0.6660 -2.5418 -2.0482 -0.14 1.65 0.93
H 1.7531 -2.9244 -0.0838 -0.89 1.58 0.42
H 0.3310 -2.1464 0.7586 1.16 0.50 -1.02
H 3.3204 -0.9920 0.2159 -1.55 0.09 0.43
H 2.3185 -1.0774 1.7533 0.18 0.04 -1.15
H 1.2002 2.3726 -2.3221 -0.03 0.25 0.23
H 2.7566 3.9819 2.2967 -1.66 -0.51 -0.03
H 1.2552 4.9570 1.9372 0.31 -1.76 0.34
Mg 0.3188 0.1847 2.9593 1.14 1.12 -0.45
```
Forces are in eV/Å.

Values from the calculation:
2S+1 ... 1
Charge ... +2


5.
Molecular formula: C18H42N6O6
Method: DFT, ωB97M-V/def2-TZVPD

The geometry in XYZ format:
```
72
Properties=species:S:1:pos:R:3:forces:R:3
C 2.5174 -7.3214 -3.5939 -0.88 1.91 1.55
C 1.1006 -7.3395 -2.9181 1.38 -3.45 -3.03
O 0.4837 -8.3814 -3.2085 -0.61 1.65 1.50
N 0.6980 -6.3253 -2.1407 -0.37 -0.21 1.17
C -0.6835 -6.3898 -1.5775 0.71 0.82 -1.11
H 2.7413 -8.1297 -4.2901 -0.55 0.06 0.37
H 3.1893 -7.2987 -2.7360 0.50 -0.18 -0.24
H 2.6049 -6.3456 -4.0715 0.38 0.02 -0.29
H 1.1626 -5.4395 -2.2806 -0.09 -0.12 0.36
H -0.9843 -5.3787 -1.3028 -0.16 0.13 -0.69
H -0.8950 -6.9216 -0.6499 0.86 -0.71 -0.26
H -1.1673 -6.8249 -2.4519 -1.17 0.11 0.66
C 2.1367 0.6944 -4.0558 -1.52 0.23 0.09
C 2.1465 0.1244 -2.6332 1.23 -0.83 -1.27
O 2.5656 -0.9994 -2.4386 0.15 -0.77 -0.05
N 1.7087 0.8569 -1.6163 -1.08 1.77 2.13
C 1.6059 0.4171 -0.2249 0.26 -0.64 0.68
H 1.0939 0.9388 -4.2580 -0.31 0.27 0.03
H 2.3167 -0.0681 -4.8137 0.65 -0.03 0.45
H 2.6598 1.6287 -4.2597 0.39 -0.24 0.34
H 1.2923 1.7717 -1.7162 0.23 -0.17 -0.72
H 2.0364 -0.5675 -0.0423 -0.12 -0.02 -0.61
H 0.5890 0.4038 0.1674 -0.33 -0.14 -0.55
H 2.1139 1.0395 0.5117 0.42 0.55 -0.52
C 7.9962 -0.2036 5.7621 0.84 0.86 -1.01
C 6.9855 0.6010 6.5372 -0.36 0.55 -6.96
O 6.1348 1.2897 5.9571 0.38 -0.36 0.59
N 7.0972 0.4709 7.7738 -1.44 -1.26 5.36
C 6.0633 0.9719 8.6748 1.25 0.65 1.68
H 8.5081 0.3866 5.0021 -0.31 0.64 0.01
H 7.4958 -0.9302 5.1221 0.14 -0.61 0.69
H 8.8404 -0.4736 6.3965 -0.30 -1.01 -0.01
H 7.6888 -0.2267 8.2021 0.03 0.18 -0.42
H 5.8122 0.2013 9.4037 0.26 0.00 0.11
H 5.1043 1.3999 8.3828 0.62 -0.16 -1.17
H 6.7042 1.7336 9.1187 -1.13 0.52 1.13
C -5.8518 2.8476 -2.2238 -1.11 0.52 0.22
C -4.5293 3.5064 -2.0275 0.61 -1.30 -1.59
O -3.5636 3.1389 -2.6654 0.76 -0.10 -0.20
N -4.4874 4.4758 -1.1345 -1.66 1.10 1.75
C -3.4274 5.3591 -0.8574 1.61 1.64 -0.05
H -5.9154 2.3567 -3.1949 0.25 -0.31 0.43
H -6.6481 3.5918 -2.2095 -0.10 0.23 -0.09
H -6.0845 2.2360 -1.3521 0.14 -0.53 -0.30
H -5.3919 4.7937 -0.8166 0.13 -0.13 0.10
H -3.2329 5.6010 0.1875 -0.19 -0.90 0.39
H -3.6305 6.3687 -1.2147 -0.16 0.06 -0.64
H -2.4856 5.0527 -1.3128 -0.25 -0.27 -0.01
C -2.8551 5.6022 10.2893 -1.19 -0.46 0.06
C -1.8468 5.4096 9.2101 2.08 2.57 0.67
O -0.6998 5.8508 9.2870 0.15 -0.52 0.88
N -2.2500 4.9417 8.0594 -3.20 -2.18 -0.48
C -1.4481 4.6806 6.9359 1.47 1.84 -0.79
H -2.7030 4.8681 11.0805 0.23 0.33 0.21
H -3.8560 5.3946 9.9109 -0.14 -0.15 -0.10
H -2.9178 6.6290 10.6496 0.60 -0.18 0.16
H -3.2474 4.8851 7.9108 0.15 -0.27 0.15
H -0.3943 4.6671 7.2144 -0.10 -0.97 0.31
H -1.4163 5.6543 6.4469 -0.20 -0.16 -1.26
H -1.8013 3.8653 6.3047 0.15 0.15 0.21
C -1.7816 -3.9343 -8.1091 -1.56 -0.36 -0.60
C -2.3539 -3.3676 -9.3842 -0.66 0.78 -0.46
O -1.6369 -2.6645 -10.0470 0.37 0.84 -0.98
N -3.6935 -3.5757 -9.7225 0.93 -0.56 0.92
C -4.4121 -2.8988 -10.7900 0.56 -0.14 -0.27
H -1.0272 -4.6474 -8.4416 0.05 -0.02 0.59
H -2.6404 -4.3725 -7.6006 0.51 -0.49 0.57
H -1.3887 -3.1017 -7.5256 0.16 -0.24 -0.14
H -4.0921 -4.4157 -9.3281 -0.22 0.35 0.00
H -5.0080 -3.6268 -11.3405 -0.17 0.13 0.12
H -3.7201 -2.4571 -11.5071 0.21 -0.12 0.15
H -5.0253 -2.0798 -10.4142 -0.17 -0.16 0.11
```
Forces are in eV/Å.

Values from the calculation:
Energy above the lowest of the compared OMol25 structures with the same formula, charge and spin ... 87.4 kcal per mole
SMILES ... CNC(C)=O.CNC(C)=O.CNC(C)=O.CNC(C)=O.CNC(C)=O.CNC(C)=O
2S+1 ... 1


6.
Molecular formula: C2H4ClP
Method: DFT, ωB97M-V/def2-TZVPD

The geometry in XYZ format:
```
8
Properties=species:S:1:pos:R:3:forces:R:3
C 1.0961 -0.5989 -1.2376 -0.03 1.37 -0.11
C 0.8513 -0.1508 0.1414 -0.74 -1.46 1.70
P 1.3825 -0.9558 -2.7049 -0.09 -0.14 0.31
Cl -2.9216 0.5633 0.5870 0.03 0.42 0.43
H -2.7908 1.4582 1.5188 -0.08 -0.40 -0.42
H 1.6215 0.4827 0.6349 -0.12 -0.46 -0.84
H 0.9100 -1.1900 0.6774 -0.49 1.99 -0.21
H -0.1491 0.3913 0.3830 1.53 -1.32 -0.85
```
Forces are in eV/Å.

Values from the calculation:
Energy above the lowest of the compared OMol25 structures with the same formula, charge and spin ... 30.5 kcal per mole
SMILES ... CC#P.Cl
2S+1 ... 1


Let's list gap between HOMO and LUMO in order: 9.4 10.7 10.1 3.3 9.5 10.1 eV.
Let's list E_tot in order: -498.32181 -2822.10312 -426.46349 -1316.66425 -1490.98930 -880.07901 a.u..